Formula: C81H153F24N10O17
Source: OMol25
Level of theory: ωB97M-V with the def2-TZVPD basis set

Last column: Mulliken charge in e.
Positions of all 285 atoms, in Å:
F 2.280 0.666 8.712  -0.33
F 4.117 1.062 -2.230  -0.16
F -3.172 4.402 5.192  -0.06
F 4.462 4.104 -7.981  -0.28
F -4.057 6.229 4.425  -0.32
F 4.741 2.028 -0.432  -0.30
F -4.014 2.295 -5.301  -0.34
F 1.624 7.226 -4.148  -0.24
F 4.234 1.377 8.747  -0.32
F 2.704 2.708 8.019  -0.28
F 3.232 5.967 -3.179  -0.24
F -2.254 1.093 -5.006  -0.08
F -4.513 5.649 6.408  -0.33
F 1.673 7.161 -2.032  -0.34
F 3.759 2.911 -6.428  -0.12
F -4.119 0.052 -5.219  -0.32
F 1.622 -4.081 2.766  -0.34
F 5.957 3.140 -6.622  -0.30
F -0.230 -3.498 1.966  -0.21
F 6.179 1.827 -2.032  -0.26
F -7.208 -2.644 2.544  -0.27
F -6.281 -4.588 2.510  -0.28
F 1.468 -3.002 0.850  0.03
F -6.572 -3.630 4.412  -0.34
O -3.221 2.285 -2.471  -0.40
O -5.214 -1.511 3.843  -0.34
O 4.250 -0.472 -0.146  0.63
O -0.107 5.452 -2.901  -0.91
O 4.382 1.552 5.982  -0.84
O -0.242 -5.631 0.242  -0.03
O 5.502 6.054 -6.368  -0.40
O -3.790 -3.388 3.339  -0.12
O -1.487 -4.473 -3.851  -0.51
O 0.967 -6.269 2.136  -0.15
O -5.446 3.933 3.528  -0.54
O 3.290 5.548 -6.083  -0.19
O -6.642 5.373 5.080  -0.41
O -3.643 -0.030 -2.541  0.03
O 1.362 4.735 -4.619  0.07
O 2.092 1.033 5.831  -0.15
O 5.965 -1.087 -1.751  -0.82
N 0.763 6.448 -7.792  0.44
N -3.971 -6.830 1.845  0.58
N -4.859 -6.970 3.774  0.32
N -0.277 -7.448 -1.867  -0.58
N 0.409 0.945 -0.821  1.61
N -3.752 4.396 0.844  0.81
N -2.065 5.561 1.557  0.83
N -1.399 -1.805 5.999  1.36
N 5.489 -3.484 -3.281  1.08
N 0.127 4.469 -7.418  0.68
C -5.636 4.342 4.707  0.18
C 3.176 1.427 7.973  0.73
C -1.097 4.534 -3.113  3.18
C -0.813 5.348 -6.898  -1.08
C 0.135 6.748 1.923  -1.43
C -3.316 -4.723 0.605  0.68
C 2.258 -6.696 2.523  -0.20
C -6.215 -3.354 3.062  0.30
C -3.918 1.328 -3.023  -0.61
C 1.134 5.113 -7.946  -1.01
C 3.577 -4.769 -4.146  -1.58
C 4.921 -3.781 -1.906  -0.93
C 4.645 -0.287 2.312  -1.50
C -4.988 -0.169 3.387  0.12
C -0.757 -4.225 6.242  -0.68
C 1.176 5.106 -3.312  0.89
C -4.163 -1.658 -0.849  -0.34
C 5.010 -2.149 -4.016  -0.51
C -0.021 3.073 -6.973  0.33
C -1.488 -5.497 -2.846  0.13
C 0.770 0.459 -3.329  0.88
C 8.764 -4.639 -4.582  -1.27
C -3.012 4.673 1.906  -1.04
C -0.908 0.912 7.015  -0.05
C -3.371 -6.243 0.573  -1.03
C -0.768 -1.551 7.323  -0.81
C -0.910 -5.527 5.419  -1.08
C -0.565 -7.299 -4.341  -1.68
C -1.203 -0.285 7.954  -1.20
C 1.238 0.382 -1.850  0.51
C -5.261 0.768 4.559  -1.01
C -1.234 6.362 2.467  -0.17
C -4.308 -0.222 -1.331  0.24
C 2.448 -8.121 2.211  -1.28
C 1.887 6.431 -3.205  0.35
C 4.591 5.085 -5.873  0.19
C 5.040 -4.557 -4.168  -0.61
C -4.849 -2.638 3.051  1.10
C -1.703 0.664 5.663  0.78
C 5.177 1.268 -1.413  0.84
C 1.932 0.227 -4.253  -1.37
C -2.339 5.347 -3.285  -2.05
C 0.141 0.871 1.750  0.05
C 0.875 -5.483 1.011  -0.75
C 0.684 2.134 -7.956  -1.68
C 1.938 2.119 4.990  0.75
C -2.169 5.807 0.160  -0.20
C -4.968 -8.222 3.251  -0.78
C -0.364 6.525 -7.089  -0.38
C 7.191 7.616 -5.593  -1.00
C -4.425 -8.156 1.982  -0.51
C 0.428 2.441 -0.712  -0.22
C -1.610 -3.084 -3.549  -0.26
C 4.448 -1.224 1.080  0.11
C 1.655 7.604 -8.076  -0.91
C -5.411 -6.549 5.071  -0.69
C 4.784 3.792 -6.723  0.60
C -3.232 5.053 -0.242  -0.88
C 0.108 2.421 1.832  -1.46
C 0.951 0.384 0.489  -0.03
C -0.347 2.928 0.505  0.74
C 7.981 -3.309 -4.348  -0.70
C 0.929 -4.002 1.591  0.53
C -7.364 6.018 4.055  -0.31
C 5.537 -0.158 -0.873  -0.96
C -4.829 3.418 0.785  -0.51
C -1.253 -0.675 5.043  -0.65
C -6.859 7.462 3.750  -1.07
C 2.822 -4.939 -2.790  -0.04
C 3.402 -3.790 -1.869  1.42
C -0.704 -2.968 5.388  -0.08
C 6.783 6.119 -5.430  -0.21
C 6.987 -3.452 -3.127  -0.69
C -4.236 -6.138 2.955  0.54
C 1.262 3.465 5.579  -1.45
C 3.451 0.864 6.489  0.10
C -3.507 1.136 -4.670  0.45
C -1.002 0.460 -1.010  -1.02
C -2.866 -2.064 6.066  -0.75
C -0.374 -6.528 -3.022  1.51
C -4.311 5.152 5.197  0.72
H -5.537 0.201 2.573  0.66
H -2.353 -6.585 0.484  0.51
H 7.143 -2.726 -2.354  0.44
H 1.739 -5.700 0.388  0.45
H 3.617 -1.892 1.148  -0.49
H -4.686 0.500 5.392  0.27
H 4.103 -2.378 -4.548  0.44
H -2.010 -2.516 -4.392  0.24
H -0.962 -6.334 6.122  0.64
H 6.254 0.169 -0.125  0.39
H 5.338 -4.692 -1.527  0.46
H -6.096 7.429 2.972  0.13
H 2.957 -2.851 -2.237  -0.82
H 0.005 2.890 -1.598  -0.97
H -2.734 -4.349 -0.223  -0.39
H -0.996 -2.433 7.903  0.47
H -0.229 -0.640 4.701  0.50
H 0.304 -1.558 7.155  0.48
H 0.478 2.660 -8.928  0.45
H -1.759 -5.508 4.746  0.06
H 2.810 0.878 -4.038  0.26
H 5.385 -1.802 0.927  0.55
H 7.933 7.862 -6.391  0.26
H 7.724 7.829 -4.632  0.34
H -3.536 4.755 -1.275  0.38
H 1.977 0.740 0.525  0.32
H 7.215 -4.409 -2.573  0.47
H -4.359 -8.875 1.201  0.49
H 5.314 -4.385 -5.234  0.39
H 5.265 -2.915 -1.301  -0.11
H 1.219 4.122 4.751  0.43
H 1.804 -4.527 -2.875  -0.12
H -2.933 -4.360 1.558  -0.52
H -5.334 0.052 -1.436  0.80
H -7.696 8.023 3.456  0.47
H 7.990 -5.375 -4.764  0.27
H 1.982 -8.301 1.223  0.22
H 2.033 3.851 6.240  0.50
H -4.335 -4.278 0.506  0.51
H -5.035 1.381 -3.099  0.37
H -0.208 4.010 0.495  0.45
H -2.767 0.657 5.982  -0.37
H 3.334 -5.562 -4.812  0.69
H 0.543 -8.023 -2.011  0.28
H -0.647 -6.611 -5.218  0.31
H -6.445 -6.754 5.240  0.33
H -3.221 4.664 -3.369  0.03
H -1.626 0.745 -0.185  0.93
H -1.417 6.472 -0.334  0.35
H 0.201 7.186 0.956  0.47
H 5.814 -1.930 -4.728  0.38
H 2.286 -0.787 -4.096  -0.06
H -1.103 -3.164 4.381  -0.45
H 5.672 0.106 2.108  0.26
H -5.333 -9.086 3.820  0.44
H 2.950 2.497 4.723  0.67
H -3.910 0.571 -0.627  -0.92
H -3.129 -1.950 -0.730  -0.19
H 2.210 7.768 -7.163  0.28
H -4.732 -2.287 -1.591  0.37
H -0.054 -0.257 -3.557  -0.18
H -1.708 -4.270 6.769  0.31
H 3.091 -3.940 -4.681  0.22
H 3.065 -6.112 1.996  0.20
H 8.635 -2.512 -4.118  0.51
H -7.346 5.445 3.153  0.23
H 3.051 -3.868 -0.826  -0.14
H 3.508 -0.275 6.669  0.04
H -4.040 -4.955 3.134  -0.32
H -0.229 -6.293 -0.527  0.08
H -4.781 -2.230 1.958  -0.91
H -6.507 7.853 4.706  0.25
H -2.235 -0.333 8.269  0.42
H 3.902 0.453 2.490  0.32
H 0.585 -5.952 -3.124  -1.02
H 4.981 -1.295 -3.369  -0.40
H 5.568 -5.470 -3.890  0.48
H -3.308 -2.313 5.147  -0.51
H -1.481 1.498 4.966  -0.45
H 6.254 8.221 -5.646  0.27
H 2.543 5.283 -5.313  -0.13
H -4.731 -6.915 5.865  0.32
H -5.252 3.172 1.736  0.24
H 1.481 2.740 -0.615  0.76
H 0.510 1.497 -3.556  -0.74
H -0.891 3.862 -3.937  -0.35
H -1.255 1.810 7.568  0.53
H -1.596 4.990 -6.298  0.56
H 3.002 -5.928 -2.441  0.60
H 9.386 -4.857 -3.685  0.30
H -1.068 -8.055 -1.843  0.26
H 0.817 5.874 1.993  0.23
H -3.291 4.198 2.842  0.42
H 1.433 4.336 -2.593  -0.59
H 2.355 7.324 -8.854  0.31
H -1.904 -0.916 4.178  -0.03
H 1.286 -0.703 -1.676  -0.18
H 0.642 0.507 2.646  0.70
H 0.322 3.221 6.051  0.15
H -3.958 -0.015 3.109  -0.25
H 2.277 0.803 -1.858  -0.14
H 0.438 3.071 -5.923  -0.07
H -1.805 7.272 2.620  0.40
H 7.455 -3.193 -5.294  0.34
H -2.987 -2.935 6.712  0.48
H 1.727 0.221 -5.306  0.63
H 2.310 -6.402 3.562  0.45
H 9.314 -4.505 -5.516  0.42
H -3.319 -1.255 6.571  0.50
H -0.839 0.434 1.792  -0.12
H -0.766 7.469 -6.763  0.42
H -8.374 5.928 4.451  0.42
H -2.415 6.075 -4.113  0.49
H -1.230 5.765 3.441  0.25
H -1.273 3.858 -2.241  -0.91
H -6.336 0.744 4.804  0.53
H -0.631 -2.678 -3.195  0.08
H 7.348 5.255 -5.861  0.30
H -5.704 3.636 0.252  0.40
H -0.518 2.654 2.674  0.47
H 0.161 0.955 6.822  -0.43
H -1.062 2.787 -6.933  0.39
H -5.366 -5.478 4.991  0.07
H -1.498 -7.921 -4.254  0.40
H -2.425 -6.028 -2.811  0.36
H 4.860 -0.873 3.204  0.49
H -0.027 -4.404 6.996  0.46
H 1.165 2.718 1.993  0.62
H -0.025 -5.702 4.743  -0.02
H 1.051 8.478 -8.281  0.33
H -3.874 -6.649 -0.257  0.43
H 6.429 5.893 -4.419  0.24
H 1.708 1.938 -7.848  0.19
H 0.267 -2.618 5.111  0.77
H -0.961 -0.612 -1.242  -0.34
H 0.129 1.204 -7.903  0.48
H 4.695 4.958 -4.772  0.20
H -1.409 2.753 0.402  -0.86
H -4.394 2.560 0.283  -0.02
H -4.622 -1.811 0.109  0.12
H -4.970 1.752 4.166  -0.15
H 3.482 -8.349 2.177  0.41
H 0.214 -8.003 -4.641  0.41
H 1.838 -8.754 2.852  0.33
H -1.416 0.895 -1.867  -0.01
H -2.343 -3.020 -2.757  0.24
H 0.657 7.359 2.655  0.42
H -5.798 3.455 5.470  -0.18
H 1.370 1.853 4.050  -1.12
H -0.584 -0.266 8.852  0.57
H -2.401 5.956 -2.378  0.51
H -1.349 -4.917 -1.923  -0.23
H 0.899 -0.723 0.451  -0.68

Output
Molecular weight ... 1995.1 Da
Kohn-Sham gap ... 5.051 eV
Net charge ... -1
E_tot ... -7401.107870 Ha